No. 1
14
Properties=species:S:1:pos:R:3:lowdin_charge:R:1 method="wB97M-V/def2-TZVPD" de_lowest_kcal_mol=163.4 mol_weight_g_mol=120.2 gap_ev=9.3
C -1.39 -1.54 0.10 -0.182
C -0.35 -0.64 -0.58 -0.801
C 0.67 0.33 0.19 -0.702
C 0.07 1.22 1.33 -0.419
H -2.67 -0.98 -0.30 0.150
H -1.16 -1.40 1.66 0.193
H -1.11 -2.71 -0.54 0.151
H 0.22 -1.49 -0.86 0.028
H -1.93 1.10 -1.88 -0.077
H 1.40 0.86 -0.55 0.109
H -0.93 0.95 1.90 0.084
H 0.57 2.33 1.71 0.123
S -0.78 0.23 -2.22 0.629
S 1.50 0.09 1.76 0.713



No. 2
8
Properties=species:S:1:pos:R:3:lowdin_spin:R:1 method="wB97M-V/def2-TZVPD" de_lowest_kcal_mol=1.8 mol_weight_g_mol=96.2 gap_ev="8.4 / 6.9" spin_multiplicity=3 s2=2.01
N -2.24 0.34 0.16 0.283
N 2.09 -0.08 -0.17 0.341
S -1.27 -0.43 -0.99 0.708
S 3.62 0.32 -0.42 0.657
H -1.95 0.24 1.14 0.004
H -3.21 0.11 0.17 0.005
H 1.66 -1.01 -0.10 0.002
H 1.29 0.50 0.22 0.001